{"formula": "C24H15F10MnN4O2S2", "method": "ωB97M-V with the def2-TZVPD basis set", "homo_ev": [-8.1741, -8.3422], "energy_ha": -4239.038312, "charge": 0, "homo_lumo_gap_ev": [6.44, 7.91], "multiplicity": 5, "max_force_ev_per_a": 0.771, "s2": 6.0736, "species": ["Mn", "C", "N", "C", "C", "N", "C", "C", "F", "C", "F", "C", "F", "C", "F", "C", "F", "C", "C", "N", "C", "C", "F", "C", "F", "C", "F", "C", "F", "C", "F", "H", "H", "H", "H", "H", "H", "H", "H", "H", "H", "H", "O", "S", "O", "N", "C", "S", "C", "C", "C", "C", "C", "C", "H", "H", "H", "H"], "coordinates": [[-0.188573, -0.085840, -1.127886], [2.044880, -0.887251, -2.944146], [1.844873, -0.298100, -1.613046], [2.350774, -1.172708, -0.528886], [1.411616, -2.356388, -0.317789], [0.064991, -1.944083, -0.704206], [-0.863078, -2.913962, -1.008986], [-0.874247, -4.247432, -0.599726], [0.067757, -4.720700, 0.226873], [-1.871795, -5.123999, -0.998662], [-1.838026, -6.385448, -0.575606], [-2.903412, -4.710973, -1.819142], [-3.867738, -5.557138, -2.180074], [-2.920984, -3.398096, -2.256132], [-3.883369, -2.967605, -3.069208], [-1.910882, -2.559414, -1.854874], [-1.862263, -1.286894, -2.345726], [2.405652, 1.063751, -1.537268], [1.472014, 2.050118, -2.217350], [0.090054, 1.656010, -1.924260], [-0.920477, 2.599242, -1.992210], [-0.838247, 3.936610, -2.391254], [0.323760, 4.477561, -2.802450], [-1.943234, 4.774107, -2.415416], [-1.787766, 6.037406, -2.809832], [-3.192418, 4.327553, -2.039454], [-4.247800, 5.139835, -2.061656], [-3.322039, 3.008562, -1.644512], [-4.506040, 2.525890, -1.278760], [-2.209952, 2.202083, -1.633994], [-2.360502, 0.906933, -1.251152], [3.108856, -0.901045, -3.199801], [1.510178, -0.302203, -3.691740], [1.659341, -1.904642, -2.955965], [2.377180, -0.572594, 0.380116], [3.364685, -1.515750, -0.754897], [1.464949, -2.660374, 0.728680], [1.723496, -3.209218, -0.929460], [3.406238, 1.096472, -1.979898], [2.479034, 1.327214, -0.483541], [1.640830, 2.082326, -3.298889], [1.702681, 3.036659, -1.821012], [1.973886, -2.294251, 3.853938], [0.677810, -1.687451, 3.936114], [-0.398980, -2.408010, 4.541600], [0.226312, -1.173628, 2.417226], [0.149920, 0.112444, 2.375200], [-0.241666, 1.028179, 0.966826], [0.474047, 0.839414, 3.642744], [0.516151, 2.199069, 3.893358], [0.910803, 2.617676, 5.158524], [1.252470, 1.696712, 6.144992], [1.205436, 0.330599, 5.891408], [0.808943, -0.064782, 4.631802], [0.246677, 2.908023, 3.122004], [0.961732, 3.675896, 5.379082], [1.558153, 2.048300, 7.121595], [1.477286, -0.394682, 6.646772]], "forces_ev_per_angstrom": [[0.4267, -0.0570, 0.6392], [-0.0359, -0.0446, 0.0001], [0.2124, -0.0021, 0.0120], [-0.0795, -0.0322, 0.0230], [-0.0591, -0.0898, -0.0988], [-0.1349, -0.0780, -0.2370], [0.1375, 0.2244, 0.1009], [-0.0231, -0.1187, 0.1708], [-0.0019, 0.0089, 0.0158], [0.0961, -0.0427, -0.0041], [-0.0174, -0.0059, 0.0284], [-0.0495, -0.0030, 0.0074], [-0.0132, -0.0227, -0.0108], [-0.0339, 0.0121, -0.0540], [0.0014, 0.0144, -0.0202], [0.0372, 0.0564, -0.0693], [-0.1054, 0.0644, -0.0812], [-0.0909, 0.0773, -0.0219], [-0.0752, -0.0463, 0.0281], [-0.4129, 0.0365, -0.2591], [0.2462, -0.1326, 0.0342], [0.0471, 0.1084, -0.0714], [-0.0029, 0.0051, -0.0315], [0.0813, 0.0547, -0.0097], [-0.0024, 0.0019, -0.0063], [-0.0330, -0.0112, -0.0150], [-0.0114, 0.0242, 0.0043], [-0.0379, -0.0307, 0.0151], [-0.0071, -0.0067, 0.0053], [-0.0436, -0.1154, 0.0738], [-0.1607, 0.0559, -0.0355], [0.0167, -0.0259, 0.0243], [0.0057, 0.0141, 0.0015], [-0.0228, 0.0076, 0.0081], [0.0172, 0.0356, -0.0078], [0.0437, 0.0578, 0.0414], [0.0397, -0.0142, -0.0231], [-0.0066, -0.0049, -0.0114], [0.0322, -0.0094, 0.0294], [-0.0029, -0.0464, 0.0263], [0.0053, 0.0342, -0.0086], [0.0327, 0.0305, -0.0357], [0.0365, -0.0126, -0.0572], [-0.0194, -0.0333, 0.0664], [-0.0008, -0.0165, -0.0090], [0.0185, 0.0938, 0.0589], [-0.0646, -0.3478, -0.2715], [0.0214, 0.3271, 0.0835], [-0.0021, -0.0567, -0.0524], [-0.0294, 0.0311, 0.0161], [0.0005, -0.0020, 0.0025], [-0.0263, 0.0105, -0.0203], [-0.0111, -0.0515, 0.0026], [0.0625, 0.0569, 0.0045], [0.0300, 0.0107, 0.0004], [-0.0229, -0.0083, 0.0048], [0.0082, 0.0018, -0.0083], [-0.0159, 0.0129, 0.0022]]}



{"formula": "C22H32BNO7PdSSe2Si", "method": "ωB97M-V with the def2-TZVPD basis set", "homo_ev": -7.4299, "energy_ha": -7082.443432, "charge": 0, "homo_lumo_gap_ev": 7.74, "max_force_ev_per_a": 1.167, "species": ["Pd", "C", "Se", "C", "C", "Se", "C", "H", "H", "H", "H", "H", "H", "H", "H", "H", "H", "C", "C", "C", "C", "C", "C", "C", "S", "O", "O", "N", "C", "C", "O", "O", "H", "H", "H", "H", "H", "H", "H", "H", "H", "O", "B", "O", "C", "C", "C", "C", "C", "C", "H", "H", "H", "H", "C", "Si", "C", "C", "O", "H", "H", "H", "H", "H", "H", "H", "H", "H"], "coordinates": [[0.187712, -1.479135, 0.460796], [-0.797760, -2.958394, 3.391344], [-1.782275, -2.330416, 1.841186], [-2.105959, -4.065746, 1.000960], [-0.877208, -4.933850, 0.792037], [0.527635, -4.179091, -0.334270], [-0.472571, -4.185953, -1.994093], [-1.388110, -3.710314, 3.912149], [-0.658741, -2.087171, 4.027358], [0.179237, -3.336774, 3.105044], [-2.591976, -3.830852, 0.054057], [-2.827443, -4.603773, 1.617973], [-1.168769, -5.882927, 0.339353], [-0.387740, -5.166622, 1.736376], [-0.740530, -5.201068, -2.279209], [0.181238, -3.753932, -2.748446], [-1.351826, -3.557444, -1.890406], [4.704065, 4.590999, 0.411369], [3.877359, 3.508126, 1.047165], [4.295560, 2.881501, 2.216439], [3.532971, 1.884913, 2.810100], [2.328285, 1.521560, 2.230679], [1.888009, 2.131124, 1.062236], [2.665145, 3.117898, 0.480028], [1.387543, 0.207692, 2.942418], [1.992705, -0.114662, 4.205854], [-0.001492, 0.576874, 2.904343], [1.610276, -1.128649, 1.992073], [2.269961, -1.107401, 0.795588], [3.223700, 0.352068, -2.116578], [4.146806, 1.043098, -1.997030], [2.300294, -0.337072, -2.260828], [5.744642, 4.531573, 0.727902], [4.326763, 5.577071, 0.691135], [4.671426, 4.521798, -0.676191], [5.235558, 3.173531, 2.669883], [3.855740, 1.392654, 3.717099], [0.960389, 1.816862, 0.608915], [2.332927, 3.585578, -0.440513], [2.777475, -2.024014, 0.510228], [2.730125, -0.191851, 0.444059], [-0.844316, 1.239444, -0.532274], [-1.507005, -0.005512, -0.652861], [-2.685675, 0.002272, 0.112211], [-2.694406, 1.208586, 0.761419], [-3.610888, 1.680743, 1.670493], [-3.404563, 2.971329, 2.155796], [-2.327035, 3.738152, 1.731276], [-1.402362, 3.243008, 0.813181], [-1.605855, 1.963436, 0.355302], [-4.446343, 1.073047, 1.989509], [-4.097877, 3.382136, 2.877331], [-2.196487, 4.737241, 2.124528], [-0.559577, 3.835795, 0.483939], [-0.200899, 0.224013, -4.137211], [-1.681840, -0.493434, -3.276946], [-2.255109, -2.043716, -4.133392], [-3.061682, 0.758228, -3.199467], [-1.320501, -0.883920, -1.679325], [-0.465510, 0.539105, -5.149254], [0.612094, -0.498613, -4.207125], [0.164963, 1.097201, -3.593708], [-2.629906, -1.798527, -5.129742], [-3.065733, -2.524993, -3.582156], [-1.445654, -2.764298, -4.257715], [-3.402262, 1.025551, -4.201980], [-2.729090, 1.675997, -2.707002], [-3.917630, 0.369925, -2.643411]], "forces_ev_per_angstrom": [[0.5679, -0.4130, 0.5067], [-0.0149, -0.0140, -0.0087], [-0.1175, 0.0354, -0.0087], [0.1031, -0.0129, 0.0471], [0.0003, 0.0133, -0.0333], [-0.1019, 0.1136, -0.0645], [-0.0023, -0.0376, -0.0157], [0.0206, 0.0042, 0.0116], [-0.0012, 0.0093, -0.0037], [0.0131, 0.0013, -0.0027], [-0.0129, 0.0180, -0.0037], [-0.0019, 0.0100, 0.0151], [0.0076, 0.0004, -0.0122], [-0.0090, 0.0183, 0.0305], [-0.0062, -0.0011, 0.0024], [-0.0017, -0.0024, -0.0077], [0.0029, -0.0060, -0.0361], [-0.0077, 0.0092, 0.0018], [0.0068, -0.0150, 0.0110], [0.0063, -0.0083, 0.0363], [0.0121, 0.0633, -0.0331], [0.0893, -0.0627, -0.0676], [0.0576, 0.0329, 0.0425], [-0.0176, -0.0291, -0.0260], [0.1374, 0.1165, 0.0562], [-0.0669, 0.0416, -0.0578], [-0.1245, -0.1074, 0.0139], [0.3607, -0.1054, -1.0848], [-0.4783, -0.0220, 1.0639], [-0.1691, -0.0619, -0.1961], [-0.0690, -0.0595, 0.0840], [0.2803, 0.1311, 0.0828], [-0.0037, -0.0012, 0.0022], [0.0019, -0.0024, -0.0043], [-0.0015, -0.0023, 0.0061], [-0.0034, -0.0050, -0.0092], [0.0049, -0.0076, -0.0079], [-0.0145, -0.0101, -0.0108], [-0.0066, 0.0072, 0.0066], [-0.0846, -0.0392, 0.0036], [-0.1138, 0.1471, -0.0882], [-0.0103, -0.1807, -0.1895], [-0.4260, 0.4252, 0.0145], [0.0490, -0.0436, -0.0653], [-0.0425, -0.0226, 0.0132], [0.0038, -0.0255, -0.0162], [0.0220, 0.0130, 0.0001], [-0.0399, -0.0106, 0.0220], [0.0883, 0.0222, -0.0117], [-0.0625, 0.0720, 0.0829], [0.0005, -0.0006, -0.0042], [-0.0030, 0.0016, -0.0004], [-0.0012, 0.0041, -0.0006], [0.0078, -0.0161, 0.0083], [0.0298, -0.0079, 0.0412], [-0.1640, 0.0455, -0.0621], [0.0383, -0.0388, 0.0349], [0.0139, 0.0167, 0.0028], [0.2818, -0.0268, -0.0854], [-0.0311, -0.0048, -0.0014], [0.0151, 0.0055, 0.0009], [0.0171, 0.0005, -0.0054], [-0.0064, 0.0340, -0.0004], [0.0089, -0.0044, -0.0057], [-0.0236, -0.0096, -0.0008], [0.0040, 0.0037, -0.0112], [-0.0210, 0.0024, -0.0028], [0.0090, -0.0007, 0.0007]]}